[1]
75
Properties=species:S:1:pos:R:3:lowdin_charge:R:1 method="wB97M-V/def2-TZVPD" energy_ev=-91158.01323 de_lowest_kcal_mol=23.3 smiles=ClC(Cl)(Cl)Cl.c1cc[nH]c1.c1cc[nH]c1.c1cc[nH]c1.c1cc[nH]c1.c1cc[nH]c1.c1cc[nH]c1.c1cc[nH]c1 e_lumo_ev=0.2 homo_energy_ha=-0.296 spin_multiplicity=1 total_charge=0 mol_weight_g_mol=623.5 homo_lumo_gap_ha=0.302
Cl -2.328 1.750 2.815 0.547
C -1.692 1.045 1.308 -2.031
Cl -2.069 2.154 -0.016 0.561
Cl 0.029 0.930 1.451 0.587
Cl -2.475 -0.519 1.021 0.560
C -6.359 -3.232 -2.005 -0.115
C -6.743 -3.890 -0.814 -0.116
C -5.801 -3.607 0.151 -0.135
N -4.888 -2.781 -0.426 -0.004
C -5.236 -2.482 -1.714 -0.134
H -6.930 -3.192 -2.917 0.088
H -7.630 -4.502 -0.778 0.089
H -5.775 -3.774 1.214 0.106
H -4.100 -2.381 0.048 0.076
H -4.654 -1.811 -2.323 0.096
C 5.665 -0.530 1.743 -0.118
C 4.528 -0.452 2.599 -0.102
C 3.437 -0.652 1.789 -0.162
N 3.891 -1.132 0.586 0.016
C 5.240 -0.926 0.492 -0.131
H 6.645 -0.135 1.965 0.086
H 4.656 -0.204 3.639 0.088
H 2.395 -0.636 2.067 0.064
H 3.297 -1.415 -0.171 0.127
H 5.738 -1.069 -0.452 0.105
C -0.458 -1.441 6.223 -0.106
C -0.749 -0.476 5.248 -0.144
C -0.088 0.687 5.537 -0.148
N 0.522 0.490 6.748 0.001
C 0.354 -0.817 7.147 -0.132
H -0.873 -2.433 6.242 0.090
H -1.357 -0.577 4.360 0.063
H 0.008 1.621 5.010 0.093
H 1.144 1.125 7.211 0.141
H 0.836 -1.192 8.033 0.102
C 2.667 0.911 -2.097 -0.123
C 2.783 1.784 -0.990 -0.115
C 3.062 3.022 -1.495 -0.144
N 3.185 2.931 -2.867 0.016
C 2.960 1.617 -3.219 -0.143
H 2.404 -0.130 -1.991 0.088
H 2.614 1.575 0.053 0.064
H 3.295 3.965 -1.024 0.112
H 3.356 3.708 -3.472 0.130
H 3.048 1.358 -4.263 0.110
C 0.590 -2.978 1.189 -0.115
C 0.041 -3.429 -0.030 -0.133
C 0.060 -4.808 -0.097 -0.109
N 0.561 -5.206 1.133 -0.002
C 0.758 -4.132 1.931 -0.139
H 0.450 -1.983 1.574 0.045
H -0.283 -2.819 -0.863 0.072
H -0.251 -5.546 -0.812 0.102
H 0.779 -6.156 1.366 0.143
H 1.199 -4.277 2.906 0.112
C -0.618 0.840 -3.786 -0.106
C -0.908 0.000 -2.682 -0.140
C -1.471 -1.129 -3.147 -0.146
N -1.680 -0.981 -4.512 0.020
C -1.097 0.206 -4.897 -0.133
H -0.133 1.798 -3.714 0.078
H -0.650 0.318 -1.684 0.051
H -1.942 -1.941 -2.613 0.095
H -2.206 -1.596 -5.099 0.138
H -1.193 0.536 -5.919 0.106
C -0.536 6.696 -1.554 -0.113
C 0.364 6.969 -2.629 -0.105
C 0.792 5.753 -3.101 -0.144
N 0.213 4.773 -2.335 0.014
C -0.632 5.339 -1.430 -0.151
H -1.113 7.483 -1.097 0.090
H 0.634 7.986 -2.858 0.088
H 1.498 5.426 -3.847 0.093
H 0.393 3.786 -2.373 0.118
H -1.175 4.785 -0.684 0.069



[2]
76
Properties=species:S:1:pos:R:3:lowdin_charge:R:1 method="wB97M-V/def2-TZVPD" energy_ev=-73991.45349 de_lowest_kcal_mol=25.4 e_lumo_ev="-8.6 / -10.2" homo_energy_ha="-0.476 / -0.476" spin_multiplicity=1 total_charge=+2 mol_weight_g_mol=803.8 homo_lumo_gap_ha="0.161 / 0.101"
Pb 1.784 -0.092 2.627 1.207
C -4.080 -3.078 -2.080 0.056
C -3.060 -2.483 -2.716 0.041
C -3.212 -1.274 -3.611 -0.128
C -4.360 -0.320 -3.245 -0.183
C -4.333 0.131 -1.798 -0.091
C -4.957 -0.459 -0.777 -0.078
C -5.865 -1.658 -0.931 -0.142
C -5.513 -2.647 -2.075 -0.145
C 2.908 1.641 3.610 -0.304
H -3.928 -4.015 -1.537 0.145
H -2.081 -2.976 -2.756 0.115
H -3.365 -1.659 -4.639 0.159
H -2.275 -0.680 -3.626 0.130
H -4.166 0.596 -3.820 0.126
H -5.335 -0.711 -3.569 0.111
H -3.779 1.073 -1.681 0.112
H -4.953 -0.001 0.220 0.119
H -6.895 -1.284 -1.089 0.142
H -5.873 -2.249 0.002 0.128
H -6.054 -3.566 -1.815 0.130
H -5.909 -2.303 -3.039 0.127
H 3.365 1.124 4.482 -0.009
H 2.160 2.375 3.972 -0.007
H 3.709 2.179 3.071 0.016
P 0.754 2.056 0.938 0.987
P 2.030 -0.447 -0.356 0.986
N -0.651 2.275 2.064 -0.244
N 1.051 3.797 0.736 -0.240
N 1.059 -1.964 -0.269 -0.218
N 3.280 -1.197 -1.402 -0.255
C 0.034 1.507 -0.638 -0.364
C 1.023 0.613 -1.428 -0.368
C -0.860 1.533 3.230 -0.210
C -2.109 1.839 3.753 -0.059
C -2.699 2.794 2.865 -0.066
C -1.803 3.035 1.838 -0.121
C 1.690 4.598 1.706 -0.116
C 2.171 5.748 1.092 -0.046
C 1.862 5.636 -0.305 -0.059
C 1.222 4.434 -0.499 -0.142
C 0.924 -2.727 0.897 -0.197
C -0.184 -3.542 0.801 -0.049
C -0.774 -3.274 -0.469 -0.074
C -0.017 -2.306 -1.086 -0.152
C 3.192 -2.126 -2.446 -0.124
C 4.463 -2.319 -2.995 -0.054
C 5.360 -1.454 -2.277 -0.068
C 4.613 -0.775 -1.338 -0.164
H -0.305 2.322 -1.290 0.085
H -0.861 0.940 -0.350 0.090
H 0.469 0.074 -2.199 0.072
H 1.770 1.234 -1.946 0.103
H -0.142 0.812 3.617 -0.009
H -2.521 1.406 4.640 0.103
H -3.691 3.228 2.990 0.110
H -1.873 3.655 0.946 0.117
H 1.784 4.243 2.726 0.096
H 2.696 6.550 1.572 0.106
H 2.112 6.355 -1.075 0.110
H 0.896 3.928 -1.398 0.092
H 1.657 -2.647 1.714 0.047
H -0.533 -4.232 1.556 0.113
H -1.675 -3.750 -0.875 0.080
H -0.151 -1.809 -2.051 0.095
H 2.235 -2.550 -2.721 0.093
H 4.714 -2.975 -3.814 0.104
H 6.420 -1.334 -2.457 0.107
H 4.878 -0.011 -0.612 0.098
F 5.263 -0.191 2.158 0.116
C 4.286 -1.048 2.590 -0.292
F 4.201 -2.039 1.623 0.064
C 4.646 -1.726 3.925 -0.512
F 5.617 -2.678 3.856 0.183
F 5.016 -0.808 4.856 0.155
F 3.528 -2.348 4.424 0.111



[3]
76
Properties=species:S:1:pos:R:3:lowdin_charge:R:1 method="wB97M-V/def2-TZVPD" energy_ev=-70565.82987 de_lowest_kcal_mol=29.4 e_lumo_ev="-8.9 / -9.1" homo_energy_ha="-0.511 / -0.512" spin_multiplicity=3 total_charge=+2 s2=2.04 mol_weight_g_mol=780.4 homo_lumo_gap_ha="0.183 / 0.178"
W 0.241 -0.590 1.597 1.267
C 3.348 0.671 -2.705 -0.099
C 2.356 1.569 -2.641 -0.129
C 1.232 1.749 -3.616 -0.170
C 0.523 0.487 -4.159 -0.176
C 0.297 -0.700 -3.240 -0.153
C 1.281 -1.443 -2.706 -0.110
C 2.611 -1.714 -3.378 -0.156
C 3.398 -0.432 -3.736 -0.171
C -1.053 -1.664 2.825 -0.272
H 4.240 0.716 -2.045 0.101
H 2.385 2.401 -1.931 0.082
H 1.562 2.283 -4.536 0.141
H 0.511 2.420 -3.109 0.101
H -0.463 0.825 -4.512 0.117
H 1.076 0.148 -5.055 0.117
H -0.759 -1.058 -3.230 0.097
H 1.165 -2.000 -1.756 0.082
H 2.487 -2.254 -4.344 0.137
H 3.204 -2.353 -2.684 0.115
H 4.450 -0.723 -3.868 0.122
H 3.028 -0.032 -4.696 0.112
H -0.610 -1.519 3.822 0.003
H -0.977 -2.735 2.580 0.047
H -2.099 -1.327 2.829 0.033
P -1.423 -0.985 -0.092 0.919
P -0.717 1.595 1.401 1.015
N -1.238 -2.521 -0.865 -0.257
N -3.163 -1.108 0.214 -0.216
N 1.004 1.182 0.996 -0.274
N -0.504 3.130 2.189 -0.251
C -1.309 0.500 -1.122 -0.352
C -1.251 1.836 -0.336 -0.303
C -0.498 -3.566 -0.272 -0.170
C -0.771 -4.743 -0.962 -0.043
C -1.677 -4.422 -2.034 -0.027
C -1.940 -3.060 -1.949 -0.113
C -3.742 -2.107 1.015 -0.133
C -5.107 -1.854 1.110 -0.041
C -5.387 -0.671 0.343 -0.044
C -4.182 -0.244 -0.201 -0.124
C 2.278 -0.562 1.747 -0.101
C 3.159 -0.382 0.674 -0.034
C 3.244 0.929 0.157 -0.047
C 2.073 1.695 0.340 -0.103
C 0.531 4.072 2.132 -0.117
C 0.246 5.121 3.009 -0.023
C -1.015 4.803 3.636 -0.039
C -1.460 3.602 3.102 -0.123
H -2.108 0.525 -1.882 0.109
H -0.352 0.390 -1.659 0.042
H -0.461 2.504 -0.736 0.089
H -2.225 2.367 -0.394 0.111
H 0.156 -3.391 0.583 0.077
H -0.376 -5.733 -0.731 0.117
H -2.070 -5.105 -2.793 0.122
H -2.555 -2.412 -2.565 0.121
H -3.142 -2.912 1.428 0.110
H -5.823 -2.447 1.668 0.115
H -6.355 -0.196 0.211 0.114
H -3.948 0.581 -0.862 0.095
H 2.791 -0.206 2.670 0.123
H 3.853 -1.196 0.430 0.156
H 4.144 1.387 -0.278 0.137
H 1.951 2.704 -0.076 0.120
H 1.358 3.950 1.461 0.084
H 0.840 6.008 3.197 0.116
H -1.539 5.393 4.381 0.116
H -2.358 3.015 3.286 0.118
F -0.637 0.689 4.434 0.016
C 0.584 0.345 3.829 -0.350
F 1.312 1.534 3.683 0.007
C 1.388 -0.487 4.915 -0.505
F 1.985 0.339 5.814 0.161
F 0.605 -1.347 5.628 0.142
F 2.398 -1.265 4.419 0.102